7 unconnected molecules or ions with the total composition C22H63N9O7 at a distorted geometry. Source: the Open Molecules 2025 dataset; level of theory: the ωB97M-V functional and the def2-TZVPD basis.

Last columns: bonded neighbours and bond lengths (Å).
Cartesian coordinates (Å):
1 C -3.113 -3.920 3.375  O2 1.186, N3 1.290, N4 1.278
2 O -3.400 -5.047 3.608  C1 1.186
3 N -2.523 -3.194 4.263  C1 1.290, H5 1.010, H6 1.010
4 N -3.251 -3.235 2.305  C1 1.278, H7 1.010, H8 1.010
5 H -2.249 -2.228 4.155  N3 1.010
6 H -2.411 -3.697 5.132  N3 1.010
7 H -2.606 -2.458 2.319  N4 1.010
8 H -3.522 -3.885 1.581  N4 1.010
9 C -1.086 -0.342 0.835  O10 1.231, N11 1.334, N12 1.288
10 O -1.945 -1.217 0.739  C9 1.231
11 N -0.132 -0.157 -0.080  C9 1.334, H13 1.010, H14 1.010
12 N -1.099 0.597 1.717  C9 1.288, H15 1.010, H16 1.010
13 H 0.128 -0.751 -0.854  N11 1.010
14 H 0.224 0.781 -0.193  N11 1.010
15 H -0.299 1.209 1.781  N12 1.010
16 H -1.892 0.514 2.337  N12 1.010
17 C 0.965 -1.025 6.239  C18 1.543, H23 1.090, H24 1.090, H25 1.090
18 C 0.047 -0.892 5.006  C17 1.543, C19 1.547, N22 1.440, H26 1.090
19 C -1.286 -0.154 5.276  C18 1.547, O20 1.419, H27 1.090, H28 1.090
20 O -2.034 -0.389 4.093  C19 1.419, C21 1.402
21 C -3.339 0.123 4.059  O20 1.402, H29 1.090, H30 1.090, H31 1.090
22 N 0.801 -0.135 4.041  C18 1.440, H32 1.010, H33 1.010
23 H 0.516 -1.649 7.012  C17 1.090
24 H 1.332 -0.089 6.662  C17 1.090
25 H 1.907 -1.488 5.943  C17 1.090
26 H -0.169 -1.933 4.766  C18 1.090
27 H -1.040 0.902 5.390  C19 1.090
28 H -1.796 -0.575 6.143  C19 1.090
29 H -3.925 -0.091 4.953  C21 1.090
30 H -3.965 -0.206 3.230  C21 1.090
31 H -3.101 1.187 4.059  C21 1.090
32 H 0.675 0.817 4.355  N22 1.010
33 H 0.215 -0.181 3.220  N22 1.010
34 C -0.210 3.544 -3.744  C35 1.464, H40 1.090, H41 1.090, H42 1.090
35 C -1.545 3.295 -4.292  C34 1.464, C36 1.491, N39 1.518, H43 1.090
36 C -2.668 2.923 -3.384  C35 1.491, O37 1.455, H44 1.090, H45 1.090
37 O -2.326 1.799 -2.525  C36 1.455, C38 1.354
38 C -3.236 1.570 -1.548  O37 1.354, H46 1.090, H47 1.090, H48 1.090
39 N -2.009 4.612 -4.886  C35 1.518, H49 1.010, H50 1.010
40 H 0.176 2.761 -3.091  C34 1.090
41 H -0.149 4.379 -3.046  C34 1.090
42 H 0.562 3.799 -4.470  C34 1.090
43 H -1.625 2.527 -5.062  C35 1.090
44 H -3.600 2.675 -3.892  C36 1.090
45 H -2.990 3.708 -2.700  C36 1.090
46 H -3.393 2.309 -0.762  C38 1.090
47 H -3.042 0.584 -1.125  C38 1.090
48 H -4.211 1.243 -1.910  C38 1.090
49 H -1.447 4.873 -5.684  N39 1.010
50 H -2.957 4.782 -5.190  N39 1.010
51 C 2.515 -2.368 -0.870  C52 1.542, H57 1.090, H58 1.090, H59 1.090
52 C 2.538 -3.465 0.214  C51 1.542, C53 1.523, N56 1.391, H60 1.090
53 C 1.263 -3.490 1.047  C52 1.523, O54 1.438, H61 1.090, H62 1.090
54 O 1.604 -4.368 2.133  C53 1.438, C55 1.426
55 C 0.724 -4.063 3.213  O54 1.426, H63 1.090, H64 1.090, H65 1.090
56 N 2.784 -4.692 -0.394  C52 1.391, H66 1.010, H67 1.010
57 H 2.506 -1.399 -0.370  C51 1.090
58 H 1.737 -2.473 -1.626  C51 1.090
59 H 3.419 -2.359 -1.479  C51 1.090
60 H 3.346 -3.273 0.919  C52 1.090
61 H 0.336 -3.714 0.519  C53 1.090
62 H 0.948 -2.529 1.453  C53 1.090
63 H 0.582 -4.904 3.891  C55 1.090
64 H -0.310 -3.871 2.926  C55 1.090
65 H 1.119 -3.238 3.807  C55 1.090
66 H 2.922 -5.369 0.343  N56 1.010
67 H 1.884 -4.934 -0.783  N56 1.010
68 C 0.219 -0.606 -5.945  C69 1.611, H74 1.090, H75 1.090, H76 1.090
69 C 0.856 -1.033 -4.528  C68 1.611, C70 1.551, N73 1.346, H77 1.090
70 C 2.308 -0.510 -4.368  C69 1.551, O71 1.442, H78 1.090, H79 1.090
71 O 3.085 -1.146 -5.403  C70 1.442, C72 1.361
72 C 3.126 -2.504 -5.502  O71 1.361, H80 1.090, H81 1.090, H82 1.090
73 N 0.120 -0.333 -3.645  C69 1.346, H83 1.010, H84 1.010
74 H -0.038 0.452 -6.003  C68 1.090
75 H -0.656 -1.183 -6.243  C68 1.090
76 H 0.961 -0.721 -6.735  C68 1.090
77 H 0.769 -2.105 -4.353  C69 1.090
78 H 2.646 -0.820 -3.379  C70 1.090
79 H 2.490 0.564 -4.409  C70 1.090
80 H 3.353 -3.048 -4.585  C72 1.090
81 H 3.731 -2.876 -6.329  C72 1.090
82 H 2.120 -2.890 -5.666  C72 1.090
83 H 0.148 0.651 -3.870  N73 1.010
84 H -0.875 -0.505 -3.669  N73 1.010
85 C -0.201 4.845 0.988  C86 1.549, H91 1.090, H92 1.090, H93 1.090
86 C 0.683 3.579 0.868  C85 1.549, C87 1.561, N90 1.469, H94 1.090
87 C 2.100 4.132 0.521  C86 1.561, O88 1.396, H95 1.090, H96 1.090
88 O 3.066 3.143 0.325  C87 1.396, C89 1.416
89 C 3.047 2.392 -0.875  O88 1.416, H97 1.090, H98 1.090, H99 1.090
90 N 0.774 2.631 1.987  C86 1.469, H100 1.010, H101 1.010
91 H 0.183 5.657 1.607  C85 1.090
92 H -1.186 4.659 1.415  C85 1.090
93 H -0.275 5.339 0.019  C85 1.090
94 H 0.086 2.948 0.210  C86 1.090
95 H 2.372 4.667 1.431  C87 1.090
96 H 1.835 4.729 -0.352  C87 1.090
97 H 3.678 1.513 -0.743  C89 1.090
98 H 3.333 2.857 -1.818  C89 1.090
99 H 2.077 1.911 -1.004  C89 1.090
100 H 1.741 2.396 2.160  N90 1.010
101 H 0.449 3.154 2.787  N90 1.010

## Properties
Relative energy (zero: lowest compared OMol25 entry of this formula, charge and spin) = 484.96 kJ/mol
Largest force on an atom = 5.99 eV/Å
HOMO level = -8.946 eV
Total charge = 0
LUMO = 0.302 eV

A gas-phase ion, C5H12NO3 (charge +1) at a distorted geometry. Source: the Open Molecules 2025 dataset; level of theory: the ωB97M-V functional and the def2-TZVPD basis.

Last columns: bonded neighbours and bond lengths (Å).
Cartesian coordinates (Å):
1 C -0.206 -0.325 -1.515  C2 1.574, C3 1.568, H10 1.086, H11 1.209
2 C -1.135 0.866 -1.072  C1 1.574, C4 1.468, H12 1.003, H13 1.067
3 C 1.082 -0.224 -0.627  C1 1.568, N6 1.417, O7 1.385, H14 1.158
4 C -1.540 0.835 0.339  C2 1.468, O8 1.300, O9 1.285
5 C 1.070 -1.269 1.638  N6 1.433, H15 1.131, H16 1.020, H17 0.983
6 N 0.853 -0.150 0.770  C3 1.417, C5 1.433, H18 0.985
7 O 1.732 0.946 -0.984  C3 1.385, H19 0.961
8 O -1.995 -0.272 0.847  C4 1.300, H20 0.969
9 O -1.524 1.972 0.936  C4 1.285, H21 0.967
10 H -0.537 -1.351 -1.381  C1 1.086
11 H 0.198 -0.162 -2.642  C1 1.209
12 H -0.555 1.641 -1.336  C2 1.003
13 H -2.142 0.874 -1.424  C2 1.067
14 H 1.648 -1.133 -1.068  C3 1.158
15 H 0.445 -2.094 1.181  C5 1.131
16 H 1.993 -1.622 1.384  C5 1.020
17 H 0.936 -1.089 2.595  C5 0.983
18 H 1.142 0.658 1.255  N6 0.985
19 H 2.679 0.818 -0.887  O7 0.961
20 H -2.021 -1.087 0.324  O8 0.969
21 H -2.123 2.171 1.669  O9 0.967

## Properties
Relative energy (zero: lowest compared OMol25 entry of this formula, charge and spin) = 267.61 kJ/mol
Largest force on an atom = 6.99 eV/Å
HOMO level = -12.779 eV
Total charge = +1
LUMO = -3.845 eV